Run i
A 2-piece molecular cluster, C4H12 overall. Source: the OMol25 dataset; level of theory: ωB97M-V with the def2-TZVPD basis set.

Summary:
Total charge: 0
SMILES: CC.CC
2S+1: 1

Each line ends with the natural charge from an NBO analysis.
Cartesian coordinates (Å):
C 1.06786 -2.86390 0.74587  -0.6048
C 1.14337 -1.42536 0.23854  -0.6052
H 2.05228 -3.21810 1.07279  0.2004
H 0.38848 -2.93096 1.57992  0.2052
H 0.79438 -3.51520 -0.08726  0.2028
H 1.39257 -0.70082 1.01869  0.2003
H 0.15497 -1.09215 -0.07034  0.1973
H 1.84262 -1.26019 -0.57793  0.2040
C -1.50700 2.37543 0.12508  -0.6051
C -0.71488 1.95922 -1.09825  -0.6041
H -1.80378 3.41475 0.10217  0.2014
H -2.41591 1.78096 0.22530  0.2023
H -0.92186 2.29356 1.04256  0.2011
H -0.47720 0.90420 -1.05804  0.2013
H 0.21451 2.49960 -1.22471  0.2027
H -1.29454 2.10356 -2.01506  0.2006

=====

Run ii
A 2-piece molecular cluster, C4H12 overall. Source: the OMol25 dataset; level of theory: ωB97M-V with the def2-TZVPD basis set.

Summary:
Total charge: 0
SMILES: CC.CC
2S+1: 1

Each line ends with the natural charge from an NBO analysis.
Cartesian coordinates (Å):
C 0.88473 1.49086 0.04475  -0.6195
C 0.59285 2.35187 1.26877  -0.6171
H 1.87699 0.98285 0.00497  0.2137
H 0.15701 0.70114 -0.03712  0.1989
H 0.60540 2.11751 -0.82804  0.2097
H 1.47138 2.73905 1.67025  0.2064
H 0.01740 3.28380 1.13651  0.2046
H -0.04879 1.80787 1.98244  0.2033
C -1.18087 -1.43297 -1.03682  -0.6141
C -0.22704 -2.37910 -0.23331  -0.6171
H -1.05259 -0.38452 -0.75170  0.2028
H -0.95039 -1.46539 -2.11936  0.2050
H -2.21670 -1.81584 -0.99419  0.2087
H -0.67769 -3.41124 -0.17117  0.2043
H -0.01391 -2.09118 0.78153  0.2058
H 0.76221 -2.49472 -0.71750  0.2044

=====

Run iii
A 2-piece molecular cluster, C4H12 overall. Source: the OMol25 dataset; level of theory: ωB97M-V with the def2-TZVPD basis set.

Summary:
Total charge: 0
SMILES: CC.CC
2S+1: 1

Each line ends with the natural charge from an NBO analysis.
Cartesian coordinates (Å):
C -2.02245 -0.02483 -2.53086  -0.6144
C -1.15089 -0.91403 -1.64095  -0.6138
H -1.68637 -0.00840 -3.56663  0.2066
H -3.03019 -0.44981 -2.62740  0.2042
H -2.10771 0.97281 -2.11681  0.2064
H -0.10945 -1.08207 -1.95815  0.2056
H -1.55628 -1.92464 -1.59538  0.2034
H -1.07390 -0.53082 -0.63226  0.2022
C 1.68132 1.07960 2.60753  -0.6168
C 1.52692 -0.05193 1.57129  -0.6201
H 0.90508 1.81695 2.46958  0.2079
H 1.71026 0.69184 3.62310  0.2065
H 2.66503 1.53984 2.50602  0.2054
H 2.40070 -0.19620 0.93713  0.2082
H 0.62772 0.09783 0.95852  0.2031
H 1.22019 -1.01612 1.99527  0.2057

=====

Run iv
A 2-piece molecular cluster, C4H12 overall. Source: the OMol25 dataset; level of theory: ωB97M-V with the def2-TZVPD basis set.

Summary:
Total charge: 0
SMILES: CC.CC
2S+1: 1

Each line ends with the natural charge from an NBO analysis.
Cartesian coordinates (Å):
C -2.08492 1.52026 -0.30570  -0.6394
C -1.32340 1.82567 0.94610  -0.6346
H -2.88469 0.75270 -0.33784  0.2143
H -2.76483 2.29050 -0.69593  0.2121
H -1.44995 1.22316 -1.14685  0.2091
H -0.23660 1.62387 0.96065  0.2102
H -1.62815 1.24489 1.82135  0.2143
H -1.24552 2.90003 1.12726  0.2138
C 2.39361 -1.36385 -0.42435  -0.6205
C 1.04709 -2.08274 -0.22713  -0.6198
H 3.08392 -1.84339 -1.10543  0.2100
H 2.17870 -0.31520 -0.68260  0.2045
H 2.92364 -1.16897 0.50673  0.2051
H 0.82281 -2.91379 -0.89268  0.2108
H 0.25483 -1.34736 -0.37336  0.2038
H 0.91348 -2.34577 0.82979  0.2062

=====

Which structure is the least stable? The one labeled run iv.